Molecular formula: C11H6N2O6Ti
Method: DFT, ωB97M-V with the def2-TZVPD basis set

As for the charge: +2. The value obtained for the gap between HOMO and LUMO (alpha / beta) is 4.78 / 4.88 eV. As for the expectation value of S²: 2.014. Its spin multiplicity is 3. The HOMO energy (alpha / beta) is -16.010 / -16.011 eV. The molar mass comes out at 310.04 Da. For the lowest unoccupied orbital energy (alpha / beta), the calculation gives -11.231 / -11.129 eV.

Last column: Mulliken spin population.
Positions of all 26 atoms, in Å:
O -1.02150 -1.43893 -5.10222  0.1122
C -0.80877 -1.21389 -3.99491  -0.0629
Ti -0.45512 -0.83983 -2.15455  1.8952
O -2.98968 0.87048 -2.01512  0.1254
C -2.03759 0.22798 -2.06755  -0.0943
C 1.12736 -1.90764 -2.24154  -0.0937
O 2.07954 -2.55012 -2.29400  0.1245
C 0.55619 0.70024 -2.66193  -0.1007
O 1.16469 1.62685 -2.96715  0.1391
C -1.46641 -2.37989 -1.64707  -0.0977
O -2.07481 -3.30647 -1.34188  0.1382
N 0.66208 2.81008 3.47885  -0.0002
C 0.32194 2.48868 2.20418  -0.0001
O 0.03688 3.39374 1.43309  0.0003
C 0.29500 1.07520 1.70777  0.0068
C 0.59210 -0.02165 2.53744  -0.0034
C 0.57119 -1.31328 2.02456  0.0027
C 0.25942 -1.51570 0.68527  -0.0024
N -0.03668 -0.46349 -0.13386  -0.1027
C -0.02701 0.81228 0.35783  -0.0010
H 0.67404 3.79798 3.77398  0.0001
H 0.92221 2.10925 4.18228  0.0000
H 0.84638 0.08971 3.57888  0.0002
H 0.80371 -2.15730 2.66178  -0.0002
H 0.26317 -2.52627 0.30367  0.0043
H -0.25834 1.63201 -0.30781  0.0103